Record 1
The following is a quantum chemistry calculation of C5H10O3 in the gas phase at a distorted geometry, from OMol25.

Positions of all 18 atoms, in Å:
C1 -0.027 0.372 -0.203
C2 1.236 -0.130 0.448
C3 0.064 0.390 -1.734
C4 -0.968 -0.792 0.280
C5 -1.913 -0.568 1.182
O1 -0.330 1.601 0.318
O2 -0.746 -1.982 -0.361
O3 2.077 1.334 0.462
H1 0.793 1.988 0.448
H2 -1.410 -2.623 -0.077
H3 2.783 1.267 1.114
H4 1.762 -0.917 -0.092
H5 1.145 -0.296 1.521
H6 0.886 1.049 -2.012
H7 -0.872 0.788 -2.125
H8 0.242 -0.605 -2.138
H9 -2.677 -1.303 1.397
H10 -2.044 0.425 1.571

Summary:
Frontier orbital gap ... 0.34979 Eh

Here are the natural (NBO) charges for atoms 1 to 4, given in e: C 0.159; C -0.048; C -0.630; C 0.313



Record 2
The following is a quantum chemistry calculation of C5H10O3 as an isolated structure at a distorted geometry, from OMol25.

Positions of all 18 atoms, in Å:
C1 2.165 0.186 0.364
C2 0.957 0.398 -0.615
C3 -0.076 1.515 -0.147
C4 -0.784 0.308 0.600
C5 -2.308 0.351 -0.058
H1 2.177 -1.574 0.076
H2 2.932 1.020 0.323
H3 1.698 0.071 1.462
H4 1.078 0.018 -1.710
H5 -0.547 1.853 -0.920
H6 0.246 2.399 0.505
H7 -0.745 0.128 1.715
H8 -1.968 0.584 -1.153
H9 -3.085 0.907 0.462
H10 -2.335 -1.434 -0.989
O1 2.864 -0.879 -0.068
O2 -2.828 -1.069 0.083
O3 0.068 -0.617 -0.094

Summary:
Frontier orbital gap ... 0.36489 Eh

Here are the natural (NBO) charges for atoms 1 to 4, given in e: C -0.069; C 0.061; C -0.438; C 0.086



Record 3
The following is a quantum chemistry calculation of C5H10O3Rh as an isolated structure at a distorted geometry, from OMol25.

Positions of all 19 atoms, in Å:
O1 2.506 1.523 -0.647
C1 3.057 0.566 -0.040
C2 2.346 -0.669 0.008
O2 1.053 -0.500 -0.210
C3 0.054 -1.534 -0.167
C4 -1.197 -0.857 0.342
O3 -1.311 0.400 -0.318
C5 -2.592 1.011 -0.166
Rh1 0.409 1.507 -0.612
H1 4.141 0.558 0.136
H2 2.699 -1.609 0.432
H3 0.366 -2.349 0.495
H4 -0.062 -1.897 -1.194
H5 -1.144 -0.689 1.429
H6 -2.068 -1.486 0.115
H7 -2.543 1.994 -0.645
H8 -3.354 0.394 -0.659
H9 -2.831 1.129 0.900
H10 0.470 2.506 0.802

Summary:
Multiplicity ... 6
<S²> ... 8.765
Frontier orbital gap (alpha / beta) ... 0.35937 / 0.28678 Eh
Net charge ... +2

Here are the natural (NBO) charges for atoms 1 to 4, given in e: O -0.513; C 0.293; C 0.222; O -0.503



Record 4
The following is a quantum chemistry calculation of C5H10O3Sr as an isolated structure at a distorted geometry, from OMol25.

Positions of all 19 atoms, in Å:
O1 2.578 1.431 -0.419
C1 3.141 0.329 -0.234
C2 2.347 -0.817 0.027
O2 1.052 -0.557 0.025
C3 0.031 -1.567 -0.108
C4 -1.242 -0.904 0.360
O3 -1.280 0.401 -0.211
C5 -2.555 1.034 -0.115
Sr1 0.565 1.785 -0.314
H1 4.233 0.226 -0.290
H2 2.697 -1.841 0.151
H3 0.281 -2.438 0.508
H4 -0.015 -1.843 -1.168
H5 -1.273 -0.821 1.456
H6 -2.104 -1.494 0.018
H7 -2.448 2.041 -0.530
H8 -3.293 0.465 -0.694
H9 -2.868 1.096 0.937
H10 0.153 3.475 0.601

Summary:
Multiplicity ... 2
<S²> ... 0.757
Frontier orbital gap (alpha / beta) ... 0.27235 / 0.15691 Eh
Net charge ... +1

Here are the natural (NBO) charges for atoms 1 to 4, given in e: O -0.697; C 0.279; C 0.172; O -0.528



Record 5
The following is a quantum chemistry calculation of a 2-piece molecular cluster, C5H10O4 overall at a distorted geometry, from OMol25.

Positions of all 19 atoms, in Å:
O1 -1.027 1.108 -0.522
C1 -0.543 0.500 0.636
C2 -1.671 -0.209 1.362
O2 -1.555 -1.612 1.168
C3 -0.562 -1.860 0.180
C4 0.373 -0.667 0.328
C5 1.721 -0.801 -0.351
O3 1.588 -0.852 1.045
H1 -0.207 1.728 -0.617
H2 -0.246 1.106 1.577
H3 -1.729 0.058 2.428
H4 -2.666 -0.140 0.714
H5 -0.190 -2.881 0.373
H6 -0.429 -1.994 -1.002
H7 2.055 -1.610 -1.003
H8 1.727 0.296 -0.725
H9 1.051 1.948 -2.309
O4 0.762 2.737 -1.829
H10 1.548 3.142 -1.453

Summary:
Frontier orbital gap ... 0.34865 Eh

Here are the natural (NBO) charges for atoms 1 to 4, given in e: O -0.703; C -0.006; C -0.085; O -0.512



Record 6
The following is a quantum chemistry calculation of C5H10O5Sc as an isolated structure at a distorted geometry, from OMol25.

Positions of all 21 atoms, in Å:
C1 0.077 1.084 -0.357
C2 -0.852 1.102 -1.508
O1 -0.912 -0.233 -2.112
C3 -1.657 -0.386 -3.173
O2 -2.403 0.543 -3.615
O3 -1.528 -1.446 -3.862
O4 -0.470 1.578 0.787
Sc1 -3.013 -0.757 -5.177
H1 1.114 1.372 -0.556
H2 -0.502 1.808 -2.269
H3 -1.879 1.374 -1.233
H4 0.052 1.311 1.576
H5 0.999 -0.467 0.649
C4 1.586 -1.255 1.515
C5 1.228 -0.909 2.936
O5 0.932 0.486 3.010
H6 1.374 -2.305 1.285
H7 2.633 -1.012 1.299
H8 2.069 -1.139 3.612
H9 0.356 -1.495 3.267
H10 0.796 0.746 3.926

Summary:
Multiplicity ... 2
<S²> ... 0.751
Frontier orbital gap (alpha / beta) ... 0.20040 / 0.25246 Eh
Net charge ... +2

Here are the natural (NBO) charges for atoms 1 to 4, given in e: C 0.531; C -0.207; O -0.453; C 0.973



Record 7
The following is a quantum chemistry calculation of C5H10OPV as an isolated structure at a distorted geometry, from OMol25.

Positions of all 18 atoms, in Å:
C1 0.548 1.584 -0.191
C2 1.439 0.770 0.577
C3 0.841 -0.030 1.617
C4 -0.442 0.506 1.949
C5 -1.313 1.024 0.969
V1 -0.227 -0.070 0.016
P1 0.753 -2.336 -0.718
H1 0.813 2.302 -0.950
H2 2.463 0.633 0.313
H3 1.347 -0.827 2.171
H4 -2.392 1.095 1.098
H5 -0.756 0.437 2.967
H6 0.311 -3.501 -0.057
H7 2.167 -2.550 -0.833
H8 0.371 -2.657 -2.099
O1 -1.788 0.841 -2.260
H9 -1.433 1.699 -2.567
H10 -2.702 1.079 -2.003

Summary:
Multiplicity ... 2
<S²> ... 0.773
Frontier orbital gap (alpha / beta) ... 0.32627 / 0.33271 Eh
Net charge ... +1

Here are the natural (NBO) charges for atoms 1 to 4, given in e: C -0.164; C -0.318; C -0.329; C -0.278



Record 8
The following is a quantum chemistry calculation of C5H10OS in the gas phase at a distorted geometry, from OMol25.

Positions of all 17 atoms, in Å:
C1 1.111 -1.555 -0.800
C2 0.511 -0.116 -0.479
C3 -0.238 -0.407 0.951
C4 -0.512 0.504 -1.558
C5 -0.304 0.535 2.116
O1 0.369 -3.213 1.296
S1 1.221 -2.053 1.062
H1 0.554 -2.329 -1.358
H2 2.159 -1.628 -1.133
H3 1.443 0.560 -0.295
H4 -1.137 -1.045 0.767
H5 0.091 1.177 -2.226
H6 -1.258 1.261 -1.181
H7 -1.090 -0.310 -2.072
H8 -1.187 1.206 2.247
H9 0.412 1.421 2.137
H10 -0.062 0.023 3.099

Summary:
Frontier orbital gap ... 0.32843 Eh

Here are the natural (NBO) charges for atoms 1 to 4, given in e: C -0.584; C -0.244; C -0.250; C -0.633